The following is a quantum chemistry calculation of a structure of composition C31H26MnN2O13S2 at a distorted geometry, from OMol25.

Properties
spin multiplicity	6
E	-115155.349	eV
net charge	-2
HOMO (spin up / spin down)	-0.042 / -0.101	hartree
E_LUMO (spin up / spin down)	3.89 / 3.89	eV
energy relative to the best compared isomer or geometry (same formula, charge and spin)	108.45	kJ/mol
⟨S²⟩	8.7552

CARTESIAN COORDINATES (ANGSTROEM)
Mn  1.22  -0.48  -1.07
O  -1.80  1.56  0.71
C  -0.81  1.20  0.06
O  -0.01  0.25  0.41
C  -0.53  1.80  -1.29
C  -1.22  2.86  -1.87
C  -0.90  3.14  -3.17
C  0.05  2.40  -3.87
C  0.82  1.43  -3.21
N  0.47  1.13  -1.94
C  1.87  0.51  -3.80
O  2.33  0.65  -4.93
O  2.16  -0.41  -2.97
H  -1.97  3.34  -1.27
H  -1.42  3.95  -3.65
H  0.31  2.57  -4.92
O  0.59  -2.17  1.94
S  0.09  -2.59  3.31
C  -1.72  -2.57  3.34
C  -2.41  -1.74  2.23
C  -2.39  -2.52  0.89
C  -3.40  -2.08  -0.17
S  -2.83  -1.23  -1.75
O  -1.32  -1.12  -1.87
C  -3.30  -2.42  -2.98
C  -2.57  -3.60  -3.24
C  -3.14  -4.55  -4.05
C  -4.35  -4.29  -4.66
C  -5.09  -3.15  -4.36
C  -4.54  -2.19  -3.54
C  0.55  -1.21  4.38
C  1.41  -1.57  5.40
C  2.16  -0.59  6.05
C  2.00  0.75  5.65
C  1.08  1.10  4.61
C  0.40  0.12  3.92
H  -1.96  -2.27  4.38
H  -1.98  -3.61  3.27
H  -1.99  -0.74  2.07
H  -3.53  -1.64  2.55
H  -2.60  -3.56  1.18
H  -1.40  -2.62  0.51
H  -4.07  -1.29  0.24
H  -4.03  -2.89  -0.49
H  -1.58  -3.73  -2.83
H  -2.66  -5.53  -4.02
H  -4.72  -5.03  -5.38
H  -6.11  -3.16  -4.81
H  -5.06  -1.27  -3.28
H  1.37  -2.65  5.70
H  2.85  -0.90  6.80
H  2.52  1.58  6.12
H  0.99  2.14  4.27
H  -0.25  0.28  3.06
O  -0.03  -3.17  -0.87
N  1.22  -3.27  -0.63
O  1.71  -4.35  -0.36
O  2.00  -2.23  -0.72
O  3.48  0.46  2.28
C  3.17  0.70  1.09
O  2.92  -0.17  0.21
C  3.09  2.20  0.77
C  2.62  3.06  1.73
C  2.62  4.39  1.54
C  3.19  4.90  0.34
O  3.55  6.19  0.03
C  4.32  6.06  -1.17
O  4.12  4.74  -1.67
C  3.55  4.03  -0.68
C  3.41  2.63  -0.50
H  2.31  2.67  2.70
H  2.30  5.01  2.38
H  5.39  6.10  -0.91
H  3.94  6.76  -1.91
H  3.57  1.90  -1.30

List of Mulliken charges in e, atom by atom: number 1, Mn, carries 1.05; number 2, O, carries -0.87; number 3, C, carries 0.20; number 4, O, carries 0.36; number 5, C, carries 0.17; number 6, C, carries -0.97; number 7, C, carries -0.32; number 8, C, carries -0.73; number 9, C, carries 0.39; number 10, N, carries 1.19; number 11, C, carries -0.04; number 12, O, carries -0.84; number 13, O, carries -0.64; number 14, H, carries 0.57; number 15, H, carries 0.44; number 16, H, carries 0.47; number 17, O, carries -0.45; number 18, S, carries 0.15; number 19, C, carries -1.08; number 20, C, carries -0.13; number 21, C, carries 0.20; number 22, C, carries -1.04; number 23, S, carries 0.13; number 24, O, carries -0.50; number 25, C, carries 0.42; number 26, C, carries -0.42; number 27, C, carries -0.55; number 28, C, carries -0.34; number 29, C, carries -0.48; number 30, C, carries -0.41; number 31, C, carries 0.36; number 32, C, carries -0.34; number 33, C, carries -0.64; number 34, C, carries -0.41; number 35, C, carries -0.23; number 36, C, carries 0.07; number 37, H, carries 0.44; number 38, H, carries 0.58; number 39, H, carries -0.23; number 40, H, carries 0.43; number 41, H, carries 0.52; number 42, H, carries -0.40; number 43, H, carries 0.51; number 44, H, carries 0.50; number 45, H, carries 0.42; number 46, H, carries 0.34; number 47, H, carries 0.33; number 48, H, carries 0.27; number 49, H, carries 0.37; number 50, H, carries 0.26; number 51, H, carries 0.39; number 52, H, carries 0.34; number 53, H, carries 0.36; number 54, H, carries -0.12; number 55, O, carries -0.56; number 56, N, carries 1.01; number 57, O, carries -0.76; number 58, O, carries -0.49; number 59, O, carries -0.78; number 60, C, carries 0.02; number 61, O, carries -0.75; number 62, C, carries 0.20; number 63, C, carries -0.30; number 64, C, carries -0.90; number 65, C, carries 1.06; number 66, O, carries -0.52; number 67, C, carries -0.24; number 68, O, carries -0.51; number 69, C, carries 0.73; number 70, C, carries -0.87; number 71, H, carries 0.20; number 72, H, carries 0.38; number 73, H, carries 0.26; number 74, H, carries 0.24; number 75, H, carries 0.50